No. 1
Formula: C6H9NO3
Source: the Open Molecules 2025 dataset
Level of theory: ωB97M-V/def2-TZVPD

- E (eV) = -13999.44794
- spin multiplicity = 1
- E_LUMO (eV) = 0.6
- relative energy (zero: lowest compared OMol25 entry of this formula, charge and spin) (kJ/mol) = 111.9

Geometry (Å):
H 3.056 1.596 -0.305
C -2.082 -0.747 -0.327
C 0.928 -1.534 -0.411
C -1.017 0.037 0.385
H 0.834 -1.366 -1.492
O -1.993 2.157 -0.134
H 0.366 -2.434 -0.142
C -1.313 1.496 0.610
H 1.626 1.196 -1.447
N 2.128 1.164 -0.570
C 1.470 0.764 0.526
H -3.064 -0.527 0.113
H -0.861 1.931 1.529
H -2.108 -0.455 -1.385
H 1.988 -1.703 -0.175
H -1.899 -1.823 -0.261
C 0.425 -0.332 0.355
O 1.870 1.136 1.629
O -0.352 -0.556 1.503


No. 2
Formula: C6H9NO3
Source: the Open Molecules 2025 dataset
Level of theory: ωB97M-V/def2-TZVPD

- E (eV) = -13998.21755
- spin multiplicity = 1
- E_LUMO (alpha / beta) (eV) = -0.5 / -0.5
- relative energy (zero: lowest compared OMol25 entry of this formula, charge and spin) (kJ/mol) = 230.7

Geometry (Å):
H 2.612 -1.686 1.339
O 1.366 0.609 1.662
C -0.045 -1.644 -0.944
O 0.566 1.321 -0.345
C -1.176 -1.554 0.000
C 0.950 0.213 0.580
N -1.630 -0.403 0.438
O 1.727 -3.336 0.555
H -2.641 0.754 1.846
H -1.566 -2.467 0.458
H -0.179 -1.025 -1.840
H -3.658 -0.400 0.933
H 0.161 -2.694 -1.188
H -1.317 0.544 -0.087
H 0.644 1.029 -1.259
C 0.970 -1.147 0.072
H -2.555 -0.991 2.225
C -2.689 -0.257 1.424
C 1.837 -2.104 0.664


No. 3
Formula: C6H9NO3
Source: the Open Molecules 2025 dataset
Level of theory: ωB97M-V/def2-TZVPD

- E (eV) = -13997.10636
- spin multiplicity = 1
- E_LUMO (eV) = 0.5
- relative energy (zero: lowest compared OMol25 entry of this formula, charge and spin) (kJ/mol) = 337.9

Geometry (Å):
C -1.349 1.571 -0.745
H 3.198 -0.166 -0.334
C 0.237 0.340 0.077
N 1.718 -1.400 -0.808
H -2.158 2.013 -0.151
H -1.447 1.855 -1.798
H 0.871 -1.823 -1.181
H -1.027 -0.471 -1.518
O 0.056 1.257 1.140
H -0.887 -2.057 1.071
H -1.744 -2.506 -0.443
C -1.822 -1.934 0.498
C 1.462 -0.499 0.076
O -2.095 -0.575 0.249
C 0.048 1.786 -0.172
O 2.554 0.142 0.469
H -2.652 -2.336 1.091
C -1.144 0.047 -0.549
H 0.799 2.534 -0.426


No. 4
Formula: C6H9NO3
Source: the Open Molecules 2025 dataset
Level of theory: ωB97M-V/def2-TZVPD

- E (eV) = -13997.76194
- spin multiplicity = 1
- E_LUMO (eV) = 0.6
- relative energy (zero: lowest compared OMol25 entry of this formula, charge and spin) (kJ/mol) = 274.6

Geometry (Å):
H 0.159 1.830 -1.920
H 0.153 2.467 -0.264
H 1.074 -0.389 -2.207
C 0.990 0.478 -0.479
H -3.132 -3.397 -0.708
O -3.743 -2.766 -1.136
C -0.605 -1.491 0.216
H 0.941 2.107 1.890
H 1.686 2.378 -1.171
C 0.729 1.873 -0.981
N -1.028 -2.564 0.092
C 1.439 0.142 0.910
O -0.565 0.688 1.388
H -3.570 -1.911 -0.712
C 0.023 -0.226 0.482
O 1.579 -0.387 -1.386
H 0.838 0.656 2.957
H 2.284 -0.517 1.098
C 0.747 1.027 1.930


No. 5
Formula: C6H9NO4S
Source: the Open Molecules 2025 dataset
Level of theory: ωB97M-V/def2-TZVPD

- E (eV) = -26879.41962
- spin multiplicity = 1
- E_LUMO (eV) = 0.7
- relative energy (zero: lowest compared OMol25 entry of this formula, charge and spin) (kJ/mol) = 168.0

Geometry (Å):
S -1.150 1.121 1.495
H 3.110 1.272 0.605
O -0.033 0.930 -2.326
H -0.820 -3.349 -2.257
H -0.284 -2.412 0.626
O 0.430 1.402 0.777
H -2.663 2.981 1.264
H 3.073 -0.500 0.435
O -1.827 0.149 0.677
O 0.905 -0.486 1.810
C -0.422 -1.333 -1.829
C -0.598 -2.667 -1.445
H -0.646 -4.123 0.061
C -0.501 -3.086 -0.185
H -0.962 3.499 1.167
C 2.521 0.420 0.270
H -1.731 2.696 -0.225
H 2.307 0.556 -0.787
C -1.684 2.754 0.856
N -0.254 -0.204 -2.024
C 1.229 0.381 1.034


No. 6
Formula: C6H9NOS
Source: the Open Molecules 2025 dataset
Level of theory: ωB97M-V/def2-TZVPD

- E (eV) = -20736.87260
- spin multiplicity = 1
- E_LUMO (eV) = 0.6
- relative energy (zero: lowest compared OMol25 entry of this formula, charge and spin) (kJ/mol) = 268.9

Geometry (Å):
H -1.299 -2.162 0.212
N 0.599 2.225 -0.883
C -0.009 -0.053 -0.384
H -0.718 1.288 3.138
H 0.262 -1.552 -1.799
C 0.742 0.976 -1.012
S 0.531 -0.046 1.459
C -0.316 -2.486 0.104
H 1.466 -1.342 -0.689
C -0.744 0.974 2.073
C 0.566 3.412 -0.543
H -1.084 0.136 -0.519
O -1.725 1.251 1.446
H -0.028 4.144 -0.873
H 1.521 0.658 -1.712
H 0.047 -2.427 1.104
H -0.250 -3.505 -0.395
C 0.439 -1.490 -0.726


No. 7
Formula: C6H9NOS
Source: the Open Molecules 2025 dataset
Level of theory: ωB97M-V/def2-TZVPD

- E (eV) = -20737.23385
- spin multiplicity = 1
- E_LUMO (eV) = 0.3
- relative energy (zero: lowest compared OMol25 entry of this formula, charge and spin) (kJ/mol) = 234.0

Geometry (Å):
C -2.708 -1.000 -0.080
H 0.372 0.922 -0.672
H 1.584 0.110 1.916
H 1.796 1.838 -0.306
H -4.336 0.674 -0.224
H -0.705 -1.419 -0.182
C -3.329 0.252 -0.213
H 2.922 -1.004 1.579
H 1.731 1.007 -2.028
O -2.416 1.180 -0.180
C -1.192 0.628 -0.133
N -1.362 -0.711 -0.068
C 1.541 0.992 -0.919
S 1.817 -1.791 -0.768
H -3.140 -2.003 0.019
C 2.397 -0.127 1.184
C 1.967 -0.211 -0.250
H 3.059 0.663 1.326


No. 8
Formula: C6H9NOS2
Source: the Open Molecules 2025 dataset
Level of theory: ωB97M-V/def2-TZVPD

- E (eV) = -31573.30881
- spin multiplicity = 1
- E_LUMO (eV) = -0.6
- relative energy (zero: lowest compared OMol25 entry of this formula, charge and spin) (kJ/mol) = 190.9

Geometry (Å):
S -2.295 1.918 -0.016
C 0.937 1.198 1.006
H 0.912 0.823 2.093
C -3.040 -1.068 0.002
C 0.780 0.425 -1.400
O -3.714 -2.025 -0.119
H 2.520 -0.653 0.842
H 1.905 1.695 0.694
C 0.723 -0.074 0.065
N -1.664 -1.107 0.299
C -0.672 -0.466 0.227
C 1.741 -1.102 0.331
H 2.033 -1.571 -0.532
H 0.077 1.772 0.679
H 1.311 -1.837 0.907
H -0.175 1.020 -1.424
S -3.710 0.581 -0.010
H 1.751 0.954 -1.619
H 0.582 -0.484 -2.024


No. 9
Formula: C6H9NP
Source: the Open Molecules 2025 dataset
Level of theory: ωB97M-V/def2-TZVPD

- E (eV) = -17130.83274
- spin multiplicity = 1
- charge = +1
- E_LUMO (alpha / beta) (eV) = -6.4 / -6.3
- relative energy (zero: lowest compared OMol25 entry of this formula, charge and spin) (kJ/mol) = 582.4

Geometry (Å):
H -5.842 -0.649 -0.577
C -1.101 -0.827 -0.081
C 1.461 -0.638 0.018
H -5.471 0.547 -1.541
H 4.161 -0.211 -0.336
C 3.510 0.703 -0.332
H 2.024 -1.348 -0.439
P -4.058 0.559 0.454
H 1.648 1.342 0.359
H 4.026 1.562 0.070
N -3.310 -0.318 -0.549
H 2.600 0.233 1.480
C 0.110 -0.762 -0.055
H -6.445 0.766 -0.009
C -5.690 0.331 -0.478
C 2.209 0.510 0.494
H 3.227 0.949 -1.310


No. 10
Formula: C6H9NS2
Source: the Open Molecules 2025 dataset
Level of theory: ωB97M-V/def2-TZVPD

- E (eV) = -29524.49099
- spin multiplicity = 1
- E_LUMO (alpha / beta) (eV) = -0.9 / -1.6
- relative energy (zero: lowest compared OMol25 entry of this formula, charge and spin) (kJ/mol) = 407.1

Geometry (Å):
H 1.337 -2.004 -1.175
N -0.120 2.614 -0.108
C 1.697 -1.354 2.466
S 0.591 2.068 1.159
H -2.163 -0.754 -1.386
C -1.818 1.301 -1.256
C 0.303 -1.711 -1.202
C -1.005 2.471 -1.004
H -2.843 1.534 -1.513
H 2.740 -1.059 2.392
H 1.618 -2.346 2.906
C -1.418 0.018 -1.229
H 0.706 0.331 -1.033
S 0.837 -0.184 3.530
H 1.233 -1.347 1.483
H -1.217 3.353 -1.604
H -0.422 -2.500 -1.305
C -0.055 -0.430 -1.123


No. 11
Formula: C6H9NaNiO5
Source: the Open Molecules 2025 dataset
Level of theory: ωB97M-V/def2-TZVPD

- E (eV) = -62059.15103
- spin multiplicity = 3
- E_LUMO (alpha / beta) (eV) = -0.6 / -0.6

Geometry (Å):
C -0.614 0.460 -1.356
H -2.330 -1.885 -0.625
Ni 0.779 -0.546 1.349
O -0.310 -1.625 -0.212
C -1.917 -0.103 0.595
H 3.449 1.445 0.129
H -1.759 -2.210 1.080
C 2.917 -0.619 -0.264
H -0.552 1.090 -2.244
H -0.014 -1.423 -2.301
O -1.744 0.718 -0.607
O 1.635 1.118 0.751
C -1.683 -1.560 0.201
C -0.134 -0.858 -1.379
H 1.552 0.983 -1.231
Na -0.137 2.296 1.190
C 2.590 0.829 -0.207
O -1.019 0.221 1.554
H 1.874 -1.045 -1.241
H -2.979 0.034 0.862
H 3.955 -0.795 -0.603
O 2.594 -1.260 0.927


No. 12
Formula: C6H9O4P
Source: the Open Molecules 2025 dataset
Level of theory: ωB97M-V/def2-TZVPD

- E (eV) = -23846.07910
- spin multiplicity = 1
- E_LUMO (eV) = -1.6
- relative energy (zero: lowest compared OMol25 entry of this formula, charge and spin) (kJ/mol) = 419.9

Geometry (Å):
H 2.430 0.318 2.377
H 1.942 1.687 -0.772
O -2.843 -2.062 -2.000
O -2.392 -0.412 0.001
C -1.141 -0.990 0.289
H 2.296 2.045 0.821
O -3.748 0.460 -1.843
C 2.264 1.213 0.085
H -0.905 -2.000 -0.174
H 0.606 0.381 2.639
O -1.215 -0.107 -2.203
H -1.129 -1.203 1.264
H 1.337 -1.230 2.098
C -0.044 -0.037 -0.201
C 1.467 -0.081 1.928
H 0.194 1.398 -1.887
C 1.094 0.292 0.509
P -2.879 -0.679 -1.530
C -0.385 0.423 -1.467
H 3.052 0.584 0.065